1.
{"formula": "CH6NO", "method": "the ωB97M-V functional and the def2-TZVPD basis", "multiplicity": 1, "fmax_ev_per_a": 4.11, "lumo_ha": -0.2204, "e_homo_ev": -16.950, "charge": 1, "mol_weight_g_mol": 48.1, "homo_lumo_gap_ev": 10.95, "symbols": ["C", "N", "H", "H", "H", "H", "H", "H", "O"], "positions_angstrom": [[1.220, -0.894, -0.517], [0.846, -0.055, 0.412], [0.558, -1.751, -0.992], [2.166, -0.516, -0.989], [1.575, 0.447, 0.891], [-0.085, 0.385, 0.568], [-2.233, 1.377, 0.615], [-2.346, 0.309, -0.328], [-1.702, 0.698, 0.340]], "lowdin_charge": [0.16, 0.16, 0.17, 0.14, 0.14, 0.09, 0.02, 0.13, -0.01]}

2.
{"formula": "C3H13N2O", "method": "the ωB97M-V functional and the def2-TZVPD basis", "multiplicity": 1, "fmax_ev_per_a": 2.03, "lumo_ha": -0.1106, "e_homo_ev": -13.560, "charge": 1, "mol_weight_g_mol": 93.1, "homo_lumo_gap_ev": 10.55, "symbols": ["C", "C", "C", "N", "N", "H", "H", "H", "H", "H", "H", "H", "H", "H", "H", "H", "H", "H", "O"], "positions_angstrom": [[0.949, 0.607, -0.093], [-0.006, 1.711, 0.394], [-1.341, 1.270, 1.031], [-2.208, 0.608, -0.020], [0.230, -0.584, -0.637], [1.529, 0.967, -0.942], [1.596, 0.339, 0.736], [-0.306, 2.412, -0.387], [0.403, 2.362, 1.169], [-1.895, 2.156, 1.322], [-1.228, 0.540, 1.832], [-2.714, 1.358, -0.496], [-0.464, -0.841, 0.060], [-2.961, 0.050, 0.364], [-0.143, -0.434, -1.566], [0.878, -1.381, -0.747], [2.184, -3.266, 0.324], [2.267, -3.480, -1.128], [2.058, -2.795, -0.481]], "lowdin_charge": [-0.13, -0.17, -0.24, -0.03, 0.17, 0.13, 0.13, 0.12, 0.12, 0.11, 0.11, 0.08, 0.13, 0.07, 0.16, 0.10, 0.05, 0.08, -0.02]}

3.
{"formula": "C6H22NO5V", "method": "the ωB97M-V functional and the def2-TZVPD basis", "multiplicity": 5, "fmax_ev_per_a": 1.73, "lumo_ha": [-0.0326, -0.0258], "e_homo_ev": [-7.914, -9.337], "s2": 6.00, "mol_weight_g_mol": 239.2, "homo_lumo_gap_ev": [7.03, 8.63], "symbols": ["V", "O", "H", "C", "C", "C", "O", "C", "N", "H", "H", "H", "H", "H", "H", "H", "H", "H", "H", "H", "O", "H", "H", "C", "O", "H", "H", "H", "H", "C", "O", "H", "H", "H", "H"], "positions_angstrom": [[5.209, -5.637, -16.852], [5.691, -3.723, -16.294], [5.165, -2.915, -16.136], [0.584, -2.039, -17.537], [2.043, -1.696, -17.307], [2.560, -2.181, -15.897], [2.103, -1.294, -14.930], [2.912, -1.221, -13.781], [2.761, -2.403, -18.355], [0.320, -3.095, -17.595], [0.188, -1.612, -18.459], [-0.040, -1.667, -16.725], [2.312, -0.651, -17.458], [3.645, -2.287, -15.884], [2.427, -3.243, -15.692], [3.050, -2.179, -13.279], [2.335, -0.628, -13.071], [3.894, -0.766, -13.911], [3.720, -2.139, -18.180], [2.586, -1.919, -19.224], [5.683, -1.581, -17.963], [5.819, -2.217, -17.260], [6.143, -0.795, -17.667], [8.594, -3.700, -17.882], [8.350, -3.475, -16.514], [8.320, -4.712, -18.180], [8.120, -2.930, -18.491], [9.671, -3.723, -18.047], [7.417, -3.541, -16.296], [7.314, -1.577, -14.092], [6.387, -2.607, -13.779], [8.266, -2.100, -14.187], [7.150, -0.994, -14.998], [7.399, -0.809, -13.323], [6.137, -3.075, -14.580]], "lowdin_charge": [0.80, -0.52, -0.04, -0.07, -0.40, -0.20, -0.16, -0.10, 0.02, 0.08, 0.07, 0.07, 0.14, 0.07, 0.13, 0.09, 0.09, 0.09, 0.02, 0.08, -0.05, -0.04, 0.05, -0.17, -0.15, 0.06, 0.07, 0.08, -0.02, -0.16, -0.13, 0.07, 0.07, 0.07, 0.00]}

4.
{"formula": "C8H11BCl3F3N2O7", "method": "the ωB97M-V functional and the def2-TZVPD basis", "multiplicity": 1, "fmax_ev_per_a": 1.21, "lumo_ha": -0.0268, "e_homo_ev": -10.249, "smiles": "O=NOC[C@@]1(COC(F)(F)F)CC(=O)N[C@H]1OB(O)O.ClC(Cl)Cl", "mol_weight_g_mol": 421.3, "homo_lumo_gap_ev": 9.52, "symbols": ["O", "N", "O", "C", "C", "C", "O", "C", "F", "F", "F", "C", "C", "O", "N", "C", "O", "B", "O", "O", "H", "H", "H", "H", "H", "H", "H", "H", "H", "H", "Cl", "C", "Cl", "Cl", "H"], "positions_angstrom": [[1.822, -2.702, 3.607], [1.779, -1.548, 3.619], [2.084, -0.976, 2.332], [0.917, -1.088, 1.473], [0.829, 0.130, 0.553], [1.765, 1.237, 0.990], [1.331, 2.510, 0.472], [1.129, 3.465, 1.396], [2.267, 3.788, 2.044], [0.656, 4.561, 0.779], [0.238, 3.095, 2.343], [1.122, -0.328, -0.883], [-0.267, -0.329, -1.526], [-0.759, -1.144, -2.255], [-0.922, 0.840, -0.975], [-0.644, 0.639, 0.439], [-1.562, -0.367, 0.897], [-2.668, 0.184, 1.532], [-2.589, 0.738, 2.782], [-3.884, 0.205, 0.874], [1.016, -2.009, 0.918], [0.041, -1.174, 2.103], [1.863, 1.266, 2.063], [2.756, 1.064, 0.599], [1.587, -1.295, -1.018], [1.685, 0.384, -1.480], [-0.472, 1.689, -1.292], [-0.871, 1.550, 0.973], [-2.112, 0.189, 3.405], [-4.362, -0.588, 1.119], [-1.980, -2.212, -6.652], [-0.802, -2.790, -5.474], [-0.397, -4.482, -5.772], [0.647, -1.787, -5.493], [-1.243, -2.715, -4.489]], "lowdin_charge": [0.11, -0.01, -0.14, -0.10, -0.29, -0.07, 0.05, -0.70, 0.16, 0.17, 0.16, -0.01, -0.39, 0.14, 0.14, -0.24, 0.11, -0.79, 0.21, 0.19, 0.13, 0.12, 0.13, 0.15, 0.13, 0.14, 0.14, 0.15, 0.11, 0.11, 0.52, -1.56, 0.52, 0.52, 0.00]}

5.
{"formula": "C48H48BCeCl2N11O2P", "method": "the ωB97M-V functional and the def2-TZVPD basis", "multiplicity": 2, "fmax_ev_per_a": 5.79, "lumo_ha": [-0.2547, -0.3040], "e_homo_ev": [-11.093, -11.093], "charge": 2, "s2": 0.78, "mol_weight_g_mol": 1063.8, "homo_lumo_gap_ev": [4.16, 2.82], "symbols": ["Ce", "C", "C", "N", "N", "C", "B", "N", "C", "C", "C", "N", "N", "C", "C", "C", "N", "N", "C", "C", "C", "N", "H", "H", "H", "H", "H", "H", "H", "H", "H", "H", "H", "H", "C", "C", "O", "N", "C", "C", "C", "C", "C", "C", "N", "H", "H", "H", "H", "H", "H", "H", "H", "H", "H", "Cl", "C", "C", "C", "Cl", "C", "C", "C", "C", "N", "C", "C", "O", "H", "H", "H", "H", "C", "P", "C", "C", "C", "C", "C", "C", "C", "C", "C", "C", "C", "C", "H", "H", "H", "H", "H", "H", "H", "H", "H", "H", "H", "H", "H", "C", "C", "C", "C", "C", "C", "H", "H", "H", "H", "H", "H", "H", "H", "H"], "positions_angstrom": [[0.744, 0.656, -0.980], [5.063, 0.838, -2.870], [3.980, 0.054, -2.297], [3.356, 0.725, -1.371], [4.138, 1.867, -1.067], [5.056, 1.980, -2.068], [3.477, 2.964, -0.177], [2.852, 2.353, 1.062], [2.792, 2.823, 2.319], [2.205, 1.747, 3.138], [1.816, 0.773, 2.214], [2.170, 1.177, 0.957], [2.320, 3.631, -1.018], [2.243, 4.958, -1.508], [1.306, 5.017, -2.548], [0.662, 3.682, -2.514], [1.337, 2.885, -1.653], [4.563, 4.005, 0.125], [5.697, 3.476, 0.799], [6.151, 4.434, 1.626], [5.281, 5.581, 1.490], [4.306, 5.301, 0.581], [5.621, 0.511, -3.772], [3.594, -0.947, -2.531], [5.774, 2.863, -2.064], [3.367, 3.684, 2.590], [2.060, 1.798, 4.208], [1.470, -0.222, 2.354], [2.994, 5.633, -1.127], [0.975, 5.932, -3.085], [-0.156, 3.318, -3.088], [6.106, 2.514, 0.500], [7.053, 4.423, 2.155], [5.256, 6.552, 1.995], [-2.289, 1.518, 2.289], [-1.779, 2.255, 1.099], [-0.778, 1.670, 0.516], [-2.292, 3.452, 0.710], [-1.570, 4.537, -0.108], [-2.553, 5.181, -1.056], [-3.339, 6.257, -0.707], [-4.319, 6.633, -1.606], [-4.339, 6.022, -2.864], [-3.355, 5.124, -3.218], [-2.480, 4.686, -2.328], [-2.635, 0.574, 1.967], [-3.109, 2.117, 2.741], [-1.417, 1.460, 2.958], [-3.044, 3.754, 1.346], [-0.809, 4.047, -0.678], [-1.080, 5.282, 0.582], [-3.225, 6.772, 0.246], [-5.074, 7.319, -1.282], [-5.077, 6.282, -3.595], [-3.275, 4.822, -4.253], [-4.403, -0.498, -2.324], [-3.058, -0.835, -3.315], [-3.272, -1.345, -4.647], [-2.182, -1.219, -5.515], [-2.313, -1.721, -7.132], [-0.910, -0.677, -5.124], [0.113, -0.364, -6.116], [1.273, 0.216, -5.736], [1.406, 0.551, -4.355], [0.517, 0.213, -3.372], [-0.631, -0.449, -3.809], [-1.692, -0.438, -2.881], [-1.440, -0.007, -1.679], [-4.198, -1.820, -4.887], [-0.012, -0.700, -7.123], [1.964, 0.571, -6.496], [2.203, 1.216, -4.064], [-0.181, -2.877, 3.016], [-1.979, -3.090, 3.458], [-2.252, -4.795, 2.962], [-1.471, -5.492, 2.005], [-1.732, -6.800, 1.673], [-2.880, -7.426, 2.121], [-3.698, -6.727, 3.046], [-3.345, -5.494, 3.486], [-2.059, -3.235, 5.198], [-1.354, -4.232, 5.949], [-1.146, -4.116, 7.329], [-1.821, -3.061, 8.033], [-2.611, -2.161, 7.310], [-2.705, -2.206, 5.915], [0.403, -3.701, 3.279], [0.186, -2.076, 3.721], [-0.073, -2.547, 1.914], [-0.676, -4.870, 1.519], [-1.038, -7.280, 0.995], [-3.044, -8.430, 1.774], [-4.602, -7.137, 3.392], [-4.018, -5.000, 4.197], [-0.896, -5.051, 5.437], [-0.425, -4.790, 7.812], [-1.720, -2.951, 9.080], [-3.191, -1.411, 7.818], [-3.254, -1.441, 5.389], [1.087, -3.686, -2.985], [0.662, -3.896, -1.474], [1.701, -4.731, -0.797], [-0.781, -4.555, -1.546], [0.596, -2.659, -0.869], [0.803, -1.590, -0.237], [1.147, -4.617, -3.502], [2.140, -3.390, -2.983], [0.493, -2.922, -3.486], [2.057, -5.675, -1.327], [1.332, -5.217, 0.069], [2.552, -4.081, -0.560], [-0.719, -5.657, -1.697], [-1.297, -4.091, -2.399], [-1.348, -4.282, -0.599]], "lowdin_charge": [1.32, -0.01, -0.15, -0.04, 0.05, -0.06, -0.70, 0.03, 0.03, 0.01, -0.10, -0.08, 0.06, 0.00, 0.01, -0.11, -0.11, -0.02, -0.07, -0.06, -0.09, 0.05, 0.12, 0.12, 0.16, 0.12, 0.10, 0.10, 0.10, 0.12, 0.10, 0.13, 0.09, 0.11, 0.05, -0.38, -0.16, 0.14, -0.05, -0.27, -0.02, -0.03, -0.04, -0.14, 0.11, 0.08, 0.10, 0.11, 0.16, 0.06, 0.15, 0.13, 0.11, 0.11, 0.11, 0.84, -0.50, -0.05, -0.56, 0.86, -0.14, 0.03, 0.02, -0.02, 0.03, -0.17, -0.26, -0.10, 0.12, 0.09, 0.14, 0.11, -0.28, 0.96, -0.40, -0.12, -0.11, -0.06, -0.07, -0.12, -0.44, -0.07, -0.05, -0.05, -0.09, -0.11, 0.01, 0.05, 0.02, 0.08, 0.10, 0.10, 0.09, 0.12, 0.10, 0.11, 0.09, 0.10, 0.08, -0.02, -0.61, -0.04, -0.01, -0.13, -0.07, 0.08, 0.08, 0.06, 0.13, 0.06, 0.10, 0.10, 0.07, 0.09]}

6.
{"formula": "C13H30ClO2P2Sc", "method": "the ωB97M-V functional and the def2-TZVPD basis", "multiplicity": 1, "fmax_ev_per_a": 4.49, "lumo_ha": [-0.3396, -0.3674], "e_homo_ev": [-17.159, -16.135], "charge": 2, "mol_weight_g_mol": 360.7, "homo_lumo_gap_ev": [7.92, 6.14], "symbols": ["C", "C", "H", "H", "H", "O", "Cl", "Sc", "P", "C", "C", "H", "H", "H", "H", "H", "H", "C", "H", "H", "H", "P", "C", "C", "H", "H", "H", "C", "H", "H", "H", "H", "H", "H", "C", "O", "C", "C", "C", "C", "H", "H", "H", "H", "H", "H", "H", "H", "H"], "positions_angstrom": [[0.594, -0.132, -3.121], [1.698, -0.340, -2.114], [0.821, -0.764, -3.996], [0.564, 0.916, -3.453], [-0.453, -0.464, -2.821], [2.709, -1.013, -2.318], [-3.182, 0.158, -1.094], [-0.881, 0.050, -0.825], [-0.160, 2.617, -0.809], [1.051, 3.415, 0.303], [0.289, 3.412, -2.398], [0.440, 4.485, -2.217], [-1.666, 4.524, -0.921], [-0.521, 3.272, -3.127], [-2.556, 2.998, -0.610], [1.951, 2.793, 0.386], [1.213, 2.976, -2.798], [-1.657, 3.578, -0.363], [1.316, 4.397, -0.111], [-1.650, 3.790, 0.714], [0.600, 3.540, 1.295], [0.045, -2.431, -0.552], [1.473, -2.873, 0.510], [-1.287, -3.470, 0.157], [-0.350, -3.371, -2.765], [0.673, -4.433, -1.732], [1.384, -2.981, -2.525], [0.484, -3.399, -2.051], [-2.243, -3.207, -0.316], [-1.059, -4.525, -0.041], [1.725, -3.923, 0.312], [1.224, -2.746, 1.570], [-1.371, -3.305, 1.239], [2.331, -2.235, 0.258], [1.521, 0.343, -0.743], [2.354, 0.448, 0.122], [0.655, 0.579, 2.989], [-0.373, -0.458, 2.537], [-1.273, -0.898, 3.693], [-1.223, 0.039, 1.379], [0.172, 1.526, 3.271], [1.389, 0.787, 2.199], [1.200, 0.196, 3.863], [0.195, -1.339, 2.192], [-1.873, -0.058, 4.063], [-1.966, -1.683, 3.373], [-0.670, -1.287, 4.519], [-2.131, -0.582, 1.312], [-1.526, 1.082, 1.563]], "lowdin_charge": [-0.02, -0.44, 0.14, 0.10, 0.06, 0.18, 0.14, 0.38, 0.81, -0.21, -0.24, 0.07, 0.07, 0.07, 0.02, 0.04, 0.05, -0.23, 0.08, 0.06, 0.06, 0.82, -0.20, -0.22, 0.07, 0.07, 0.05, -0.22, 0.06, 0.07, 0.08, 0.05, 0.05, 0.05, -0.26, 0.16, -0.05, -0.47, -0.03, -0.11, 0.10, 0.06, 0.10, 0.09, 0.11, 0.09, 0.11, 0.07, 0.10]}

7.
{"formula": "C2H7NO4S", "method": "the ωB97M-V functional and the def2-TZVPD basis", "multiplicity": 1, "fmax_ev_per_a": 3.93, "lumo_ha": 0.0198, "e_homo_ev": -10.091, "smiles": "CC(=O)S(=O)(=O)O.N", "mol_weight_g_mol": 141.1, "homo_lumo_gap_ev": 10.63, "symbols": ["C", "C", "O", "S", "O", "O", "O", "H", "H", "H", "H", "N", "H", "H", "H"], "positions_angstrom": [[0.069, 0.309, -1.687], [-0.873, 1.015, -0.817], [-1.239, 2.125, -0.663], [-1.371, -0.020, 0.784], [-1.825, -1.346, 0.489], [-0.341, 0.092, 1.780], [-2.665, 0.760, 1.369], [-0.436, -0.588, -2.139], [0.552, 1.009, -2.306], [0.851, -0.174, -0.842], [-2.431, 1.035, 2.294], [2.350, -0.955, 0.213], [3.234, -0.430, 0.179], [1.739, -0.816, 1.077], [2.385, -2.015, 0.269]], "lowdin_charge": [-0.03, -0.44, 0.12, 0.64, -0.30, -0.32, -0.18, 0.12, 0.07, 0.11, 0.11, -0.02, 0.03, 0.03, 0.06]}

8.
{"formula": "C3H7O", "method": "the ωB97M-V functional and the def2-TZVPD basis", "multiplicity": 1, "fmax_ev_per_a": 0.65, "lumo_ha": 0.1640, "e_homo_ev": -2.008, "smiles": "CCC[O-]", "charge": -1, "mol_weight_g_mol": 59.1, "homo_lumo_gap_ev": 6.47, "symbols": ["C", "C", "C", "O", "H", "H", "H", "H", "H", "H", "H"], "positions_angstrom": [[0.088, -1.132, 0.611], [-0.596, -0.083, -0.261], [0.303, 1.191, -0.420], [-0.093, 2.043, -1.367], [-0.517, -2.022, 0.849], [0.380, -0.693, 1.566], [0.986, -1.449, 0.081], [-0.677, -0.489, -1.267], [-1.566, 0.238, 0.128], [0.342, 1.624, 0.632], [1.350, 0.771, -0.553]], "lowdin_charge": [-0.18, -0.30, -0.61, -0.38, 0.05, 0.05, 0.05, 0.08, 0.09, 0.07, 0.07]}